{"formula": "C19H43N2OP3SeY", "method": "ωB97M-V with the def2-TZVPD basis set", "homo_ev": [-15.18, -15.19], "orbital_gap_ev": [3.7, 3.7], "e_tot_ev": -119659.02057, "charge": 3, "relative_energy_kj_mol": 97.2, "symbols": ["Y", "P", "P", "P", "H", "C", "C", "H", "C", "C", "C", "C", "C", "C", "C", "C", "C", "H", "H", "H", "H", "H", "H", "H", "H", "H", "H", "H", "H", "H", "H", "H", "H", "H", "H", "H", "H", "H", "H", "H", "H", "H", "H", "H", "H", "H", "C", "C", "C", "C", "C", "C", "Se", "H", "H", "H", "H", "H", "H", "C", "N", "C", "N", "O", "H", "H", "H", "H", "H", "H"], "coordinates": [[-0.88929, 0.16967, 1.08531], [1.59087, 0.06764, -0.85902], [-1.04672, 3.12638, 0.70144], [-1.79839, 0.14996, -1.67290], [-0.73613, -4.61508, 1.10539], [-0.54780, -4.72544, 0.04187], [0.60695, -4.33901, -0.53522], [1.42191, -3.87704, 0.03626], [3.14376, -0.30259, 0.02064], [1.99158, 1.63291, -1.65371], [1.62272, -1.13555, -2.20404], [-2.64683, 3.88102, 1.21389], [0.06572, 4.13571, 1.76768], [-0.82996, 4.08023, -0.86194], [-1.80210, -1.56341, -2.35020], [-1.25661, 1.08386, -3.16918], [-3.59128, 0.52495, -1.80996], [-1.34236, -5.21152, -0.51746], [0.82548, -4.62824, -1.57420], [3.06031, -1.22720, 0.59874], [3.40204, 0.53212, 0.67920], [3.88422, -0.43079, -0.77198], [2.08470, 2.45046, -0.92973], [1.28604, 1.90160, -2.44845], [2.97645, 1.46026, -2.11561], [1.25205, -2.12797, -1.91547], [2.68720, -1.20074, -2.46386], [1.08083, -0.76294, -3.08258], [-2.46907, 4.89652, 1.59421], [-3.09847, 3.25894, 1.99785], [-3.33242, 3.92612, 0.35911], [-0.47380, 5.03533, 2.09886], [0.96473, 4.44508, 1.21481], [0.35329, 3.55500, 2.65364], [-0.89677, 5.15908, -0.64793], [-1.62015, 3.81379, -1.57649], [0.15114, 3.86641, -1.30647], [-2.72538, -1.71667, -2.92516], [-1.76755, -2.30347, -1.53952], [-0.94017, -1.73347, -3.00616], [-2.06436, 1.06658, -3.91711], [-0.36026, 0.64808, -3.62506], [-1.05107, 2.13134, -2.91713], [-3.96681, 0.11939, -2.76031], [-3.76187, 1.60775, -1.78661], [-4.12617, 0.07604, -0.96486], [-4.47665, -1.14225, 2.05472], [-3.89484, -2.38984, 1.82480], [-4.62276, -3.56118, 2.00905], [-5.97802, -3.47077, 2.40600], [-6.57096, -2.22224, 2.63559], [-5.83340, -1.06414, 2.45439], [-3.46463, 0.46299, 1.85727], [0.84855, -0.66579, 0.27560], [-2.85765, -2.42400, 1.49316], [-4.08631, -4.50199, 1.82987], [-6.52329, -4.39173, 2.58211], [-7.60947, -2.15268, 2.97146], [-6.24093, -0.05802, 2.59452], [1.46001, -1.31829, 4.37714], [2.20937, -0.10155, 4.05210], [1.82795, 0.75228, 3.10810], [2.67842, 1.75603, 2.77352], [0.69730, 0.60781, 2.48043], [0.40757, -1.08281, 4.59413], [1.93443, -1.74267, 5.27033], [1.51371, -2.06174, 3.56333], [3.15674, 0.01743, 4.38339], [2.38498, 2.49105, 2.14733], [3.54158, 1.83184, 3.30129]]}